i) 8
Properties=species:S:1:pos:R:3:lowdin_charge:R:1 method="wB97M-V/def2-TZVPD" e_homo_ev=-9.7 orbital_gap_ha=0.3726 mol_weight_g_mol=56.1
H -1.44975 -0.38222 -0.91078 0.2046
C 0.47980 0.70565 -0.11885 -0.2949
H 0.97404 1.63503 -0.28598 0.1195
N 0.13069 -0.03562 -1.32385 -0.0055
H 0.24965 -0.54643 1.80103 0.1217
H -1.17666 -0.39788 0.43182 0.0557
C -0.06820 -0.29855 0.74177 -0.1670
N 0.86043 -0.68000 -0.33516 -0.0341

ii) 8
Properties=species:S:1:pos:R:3:lowdin_charge:R:1 method="wB97M-V/def2-TZVPD" e_homo_ev=-10.1 orbital_gap_ha=0.3771 mol_weight_g_mol=56.1
H -2.17257 0.74782 -0.00224 0.0548
H 1.34010 -1.40709 0.00421 0.0884
N -1.15584 0.75233 -0.00237 0.0983
H 1.14442 1.46432 -0.00457 0.0473
H -1.10339 -1.34285 0.00443 0.1027
C 0.88715 -0.41981 0.00122 -0.2584
N 1.65083 0.57695 -0.00185 0.1043
C -0.59070 -0.37167 0.00117 -0.2374

Pick ii): it beats the second-best structure by 515.4 kJ/mol.

i) 21
Properties=species:S:1:pos:R:3:lowdin_charge:R:1 method="wB97M-V/def2-TZVPD" smiles=O.O.O.O.O.O.O e_homo_ev=-10.7 orbital_gap_ha=0.4053 mol_weight_g_mol=126.1
H -4.68356 -1.22602 0.87359 0.0354
H 0.73922 4.13905 -3.17303 0.0296
H -1.68355 -3.19851 1.89444 0.0225
H -2.57266 3.70830 -0.80281 0.0346
H 0.36999 0.53831 -0.81983 0.0336
H -0.28837 -3.67842 2.25942 0.0337
H 3.36775 -3.04629 0.25106 0.0457
O -1.10511 -3.34850 2.65068 -0.0562
O -3.98758 -0.94842 0.26734 -0.0573
H -0.17926 -0.86167 -1.03988 0.0265
H 0.78193 3.21859 -4.38174 0.0318
O 2.88567 -0.15817 1.95256 -0.0607
H 3.46224 -2.52973 1.67734 0.0274
O 1.20416 3.37360 -3.52928 -0.0641
H 3.13382 -0.97651 2.39724 0.0083
H -3.17832 -1.28211 0.67074 0.0201
O 3.45891 -2.23306 0.76030 -0.0625
O 0.38429 -0.35078 -0.44793 -0.0578
H -3.21976 4.46503 -1.95113 0.0318
O -2.45223 3.92379 -1.73450 -0.0628
H 3.56244 0.47153 2.22542 0.0407

ii) 21
Properties=species:S:1:pos:R:3:lowdin_charge:R:1 method="wB97M-V/def2-TZVPD" smiles=O.O.O.O.O.O.O e_homo_ev=-10.9 orbital_gap_ha=0.3859 mol_weight_g_mol=126.1
O -5.58821 1.29398 13.47065 -0.0612
H -4.62332 1.43175 13.44556 0.0509
H -10.56658 2.04196 13.96872 -0.0404
H -11.19308 0.74176 13.44347 0.0373
H -7.78765 0.93706 16.43260 -0.0247
H -10.29294 5.81772 13.28006 0.0358
O -9.60415 5.99447 13.92106 -0.0497
O -8.12395 0.07973 16.25155 -0.0223
O -9.07203 3.04394 14.74597 -0.0351
O -8.39737 3.78740 12.14264 -0.0484
H -8.19823 2.89410 15.03799 -0.0139
H -8.17097 4.66044 11.76791 0.0749
H -8.13725 -0.04698 15.32836 0.0093
H -9.50572 5.12315 14.30171 -0.0126
H -8.94965 3.27363 13.81077 0.0023
H -5.84613 1.95860 14.10137 -0.0366
H -6.19753 3.19565 15.98990 0.0859
H -5.54344 1.79677 16.02740 0.1038
O -6.38299 2.26440 15.81446 -0.0660
H -7.64858 3.20470 11.96566 0.0562
O -11.26906 1.70220 13.44711 -0.0455

iii) 21
Properties=species:S:1:pos:R:3:lowdin_charge:R:1 method="wB97M-V/def2-TZVPD" smiles=O.O.O.O.O.O.O e_homo_ev=-9.9 orbital_gap_ha=0.3611 mol_weight_g_mol=126.1
H 9.90787 7.46989 -20.54210 0.0250
H 8.15709 10.31154 -19.62297 0.0052
O 9.18996 6.83975 -20.44613 -0.0838
O 8.39291 9.55776 -19.06325 -0.0418
O 8.28126 6.35869 -17.83063 -0.0495
H 5.47307 7.74924 -16.11904 0.0609
H 8.63955 11.87504 -22.04387 -0.0200
H 8.19063 5.51570 -17.38023 0.0538
H 10.02537 10.06000 -16.05157 0.0229
H 7.55356 9.20119 -18.75991 0.0334
H 8.94194 6.88826 -19.51137 -0.0299
H 9.55230 9.43649 -17.36467 -0.0144
H 5.34767 7.82783 -17.63529 0.0618
H 8.25653 12.48544 -19.76160 0.0835
O 9.08410 11.86645 -22.90380 -0.0658
H 8.45511 12.24594 -23.52204 0.0267
H 7.51179 6.87352 -17.54478 -0.0052
H 6.95480 12.51878 -20.56333 0.0770
O 10.32191 9.51567 -16.78487 -0.0678
O 7.71936 11.96638 -20.37188 -0.0370
O 5.99573 7.77134 -16.92574 -0.0350

iv) 21
Properties=species:S:1:pos:R:3:lowdin_charge:R:1 method="wB97M-V/def2-TZVPD" smiles=O.O.O.O.O.O.O e_homo_ev=-10.7 orbital_gap_ha=0.4000 mol_weight_g_mol=126.1
O -1.45426 -2.18045 2.86867 -0.0623
H -1.67301 1.35581 0.69539 0.0168
O 0.22516 -0.63245 -0.31981 -0.0371
H 0.44124 0.85251 -3.08209 0.0433
H -0.99071 -1.34317 2.85100 -0.0265
H 0.70932 0.62144 2.87131 0.0661
H -2.22703 2.33344 1.70989 0.0297
H -1.21700 -2.56840 3.71096 0.0245
H 0.26370 -0.42130 0.61301 -0.0124
O 1.38238 0.97435 -3.20713 -0.0350
H 2.86884 1.57879 -1.73269 -0.0084
H -1.61577 -1.87294 -2.08836 0.0086
O 0.55710 -0.30391 2.67952 -0.0342
H 1.49184 1.04071 -4.15573 0.0473
O -2.21434 -2.28072 -2.71418 -0.0571
H 3.37722 2.85673 -1.10000 0.0294
H -2.83354 -2.76853 -2.17116 0.0311
H 1.42178 -0.70867 2.74841 0.0712
O 2.99939 2.00392 -0.88508 -0.0608
H 0.74663 0.05016 -0.74212 0.0092
O -2.25895 1.41270 1.45017 -0.0432

Pick iii): it beats the second-best structure by 7.6 kJ/mol.

i) 21
Properties=species:S:1:pos:R:3:lowdin_charge:R:1 method="wB97M-V/def2-TZVPD" smiles=O.O.O.O.O.O.O e_homo_ev=-10.6 orbital_gap_ha=0.3946 mol_weight_g_mol=126.1
H 0.61640 4.48890 0.96465 0.0438
H 1.96019 0.59784 -0.13720 0.0317
O -2.72088 0.03269 -1.62971 -0.0544
H -0.52067 -0.48006 -3.66454 0.0233
O 0.34412 3.38608 3.47307 -0.0956
H 2.42262 -4.33788 -0.19908 0.0332
H -1.93029 0.43596 -1.25378 0.0263
O 1.27366 -0.01375 0.15198 -0.0547
O 2.54672 -3.65427 0.46895 -0.0605
H -0.27543 5.58401 1.52628 0.0490
O -1.30305 -3.43844 -0.43405 -0.0628
O 0.21904 4.79861 1.78635 -0.0724
H -3.11985 0.73927 -2.14986 0.0362
H 3.43146 -3.82068 0.81323 0.0286
H 0.71522 0.51726 0.73091 0.0277
H -2.07875 -3.01644 -0.04780 0.0301
H -0.09074 -1.69879 -4.46448 0.0317
H 0.34924 2.63398 4.07582 0.0390
H 1.26002 3.68613 3.46470 0.0371
H -0.69840 -2.70728 -0.60377 0.0225
O -0.61474 -1.43870 -3.69847 -0.0599

ii) 21
Properties=species:S:1:pos:R:3:lowdin_charge:R:1 method="wB97M-V/def2-TZVPD" smiles=O.O.O.O.O.O.O e_homo_ev=-10.5 orbital_gap_ha=0.3796 mol_weight_g_mol=126.1
O -0.11836 -0.44022 0.16497 -0.0521
H 0.39862 -0.08217 -3.39378 0.0869
H -1.21255 1.26052 -2.48111 -0.0289
O 0.30364 0.29561 -2.51943 -0.0257
O -1.26783 -2.35030 1.31407 -0.0643
H 2.13856 -1.19951 -0.42108 0.0005
H 3.24248 -0.51327 -1.19719 0.0228
H -0.62482 0.27779 0.54467 0.0125
O -1.14450 1.82281 1.46791 -0.0236
H 1.32126 -0.15060 3.14090 0.0195
H 1.15676 0.68784 -2.33350 0.0697
O 1.57893 -1.01069 2.80913 -0.0488
O 2.98823 -1.36050 -0.83141 -0.0363
H 1.09267 -1.10762 1.99036 -0.0126
H 0.05928 -0.16003 -0.73290 0.0088
H -0.63493 2.41597 2.01995 0.0579
O -2.08805 1.51692 -2.19131 -0.0588
H -1.93310 2.12387 -1.46755 0.0183
H -1.10269 -1.72097 0.61200 -0.0320
H -2.01607 1.81606 1.86357 0.0611
H -2.13757 -2.12146 1.64181 0.0251

Pick ii): it beats the second-best structure by 110.7 kJ/mol.

i) 21
Properties=species:S:1:pos:R:3:lowdin_charge:R:1 method="wB97M-V/def2-TZVPD" smiles=O.O.O.O.O.O.O e_homo_ev=-11.1 orbital_gap_ha=0.4175 mol_weight_g_mol=126.1
O 0.20700 -0.29594 0.44670 -0.0555
O 2.40592 1.29437 -2.90272 -0.0448
H -2.48939 -2.96532 2.07079 0.0299
H -1.58018 0.00252 -2.78409 0.0240
H 2.13829 2.10050 -2.46141 0.0315
O 3.79912 -1.98777 -2.65484 -0.0542
O 0.14255 3.58274 0.21688 -0.0564
O -2.02922 -3.24107 2.86352 -0.0539
H 2.91545 -2.33145 -2.52353 0.0289
H -2.64562 -3.82237 3.30891 0.0285
H 0.44521 -0.41350 1.36629 0.0306
H -2.52722 0.44944 5.78304 0.0283
H 3.67292 -1.04992 -2.79887 0.0037
H -1.78959 -0.23505 4.65199 0.0209
H -2.03604 0.06759 -4.22625 0.0267
H 0.96536 0.13817 0.05595 0.0236
H 0.50767 4.15924 0.88813 0.0293
O -1.65736 0.35335 5.39532 -0.0537
H 2.23028 1.45833 -3.82927 0.0353
H -0.66911 3.25116 0.60092 0.0300
O -2.00594 -0.51512 -3.46746 -0.0525

ii) 21
Properties=species:S:1:pos:R:3:lowdin_charge:R:1 method="wB97M-V/def2-TZVPD" smiles=O.O.O.O.O.O.O e_homo_ev=-9.9 orbital_gap_ha=0.3665 mol_weight_g_mol=126.1
H 3.48770 0.95448 0.67840 0.0539
O 3.02766 0.25739 0.23511 -0.0329
O -0.98033 0.06296 1.61726 -0.0188
H -0.07500 0.41971 0.13102 -0.0370
H 2.17409 0.62864 -0.00508 0.0123
H -1.43196 -1.67659 0.09579 -0.0075
H -1.03833 -0.23349 2.47967 0.0264
H -1.28424 0.97721 1.59627 -0.0039
H -1.74623 3.03311 0.45420 0.0342
O -0.84973 -2.10497 -0.50886 -0.0309
O -1.57734 2.62108 1.26968 -0.0354
H -0.92768 3.20043 1.79796 0.1234
H -1.46224 -2.53648 -1.08014 0.0258
H 2.71209 -2.23156 -1.14445 -0.0260
H 3.43578 -1.10018 -0.45115 -0.0258
O -2.85149 -0.17390 -1.10410 -0.0676
O 3.56446 -1.90418 -1.01543 -0.0758
O 0.47310 0.53945 -0.61038 -0.0102
H -3.19931 -0.55475 -1.96470 0.0809
H -1.99650 0.09183 -1.41900 0.0013
H 0.54549 -0.27019 -1.05207 0.0137

Pick ii): it beats the second-best structure by 30.0 kJ/mol.

i) 21
Properties=species:S:1:pos:R:3:lowdin_charge:R:1 method="wB97M-V/def2-TZVPD" smiles=O.O.O.O.O.O.O e_homo_ev=-11.0 orbital_gap_ha=0.3994 mol_weight_g_mol=126.1
H 0.91211 -4.25568 -0.37939 0.0306
O -1.33880 0.31017 -0.01714 -0.0634
H 2.27779 -1.05416 2.04479 0.0228
H -1.50636 1.23846 -0.21513 -0.0440
O 2.88355 3.63250 0.07476 -0.0584
H 0.08971 -3.95046 -1.62058 0.0302
H -4.99828 -0.51866 1.01991 0.0337
O 1.75407 -1.71293 2.51460 -0.0608
H 2.66222 -0.28800 -1.64263 0.0305
H -4.94869 -0.78431 -0.47575 0.0296
H 2.30887 3.54064 0.84306 0.0352
H -0.61718 0.07060 -0.60947 0.0265
O 0.50114 -3.52733 -0.85855 -0.0590
O 2.91741 -0.83794 -0.89335 -0.0562
H -1.16855 2.90991 -0.46374 0.0503
O -1.89859 2.87520 0.16461 -0.0366
H 2.36389 3.26987 -0.65150 0.0230
H -2.62158 3.32091 -0.29105 0.0685
O -5.56601 -0.65920 0.25380 -0.0659
H 2.14304 -2.55411 2.24981 0.0276
H 3.85025 -1.02549 -1.04705 0.0360

ii) 21
Properties=species:S:1:pos:R:3:lowdin_charge:R:1 method="wB97M-V/def2-TZVPD" smiles=O.O.O.O.O.O.O e_homo_ev=-10.8 orbital_gap_ha=0.3974 mol_weight_g_mol=126.1
H -0.70249 -0.05467 -0.20495 -0.0121
H -1.93313 -1.39459 1.33733 0.0487
H 2.78845 -1.33752 0.87587 0.0457
O 1.85408 -1.28124 0.76485 -0.0658
H 1.35243 -1.56328 1.55180 0.0625
O -0.24895 0.62509 0.21681 -0.0143
H -4.92031 0.44757 -0.71396 0.0546
O 0.82617 -2.59017 -1.21891 -0.0771
H 1.39838 -2.57008 -1.99240 0.0384
O -5.60087 1.11559 -0.97074 -0.0464
O -1.67530 -1.73741 2.22075 -0.0316
H -0.37441 0.53057 1.17282 0.0340
H 1.51923 4.18803 -0.14583 -0.0015
H -5.38478 1.19817 -1.86477 -0.0083
O 2.69802 0.03235 -1.41389 -0.0632
H 1.90580 4.84347 1.14905 0.0361
H 1.22178 -3.23582 -0.60315 0.0509
O 2.04474 4.05922 0.60591 -0.0347
H 2.00248 -0.50972 -1.01154 -0.0234
H -1.05061 -1.09213 2.45968 -0.0157
H 2.27929 0.32659 -2.21474 0.0230

iii) 21
Properties=species:S:1:pos:R:3:lowdin_charge:R:1 method="wB97M-V/def2-TZVPD" smiles=O.O.O.O.O.O.O e_homo_ev=-10.8 orbital_gap_ha=0.3983 mol_weight_g_mol=126.1
H 0.49315 -0.68035 -1.21446 -0.0069
H 3.42969 -1.68085 -0.61543 0.0237
H 1.86346 -1.52654 1.12067 0.0578
O -0.90133 -1.28154 1.62319 -0.0602
H -1.90123 1.50657 0.89857 0.0289
H 1.91295 -0.01371 0.98305 0.0607
O -4.61400 -0.27199 -0.63281 -0.0574
O -0.25685 -1.15105 -1.59515 -0.0586
H 1.69139 3.69327 -0.52912 0.0378
H -4.83756 -1.17668 -0.87886 0.0382
H -0.25563 -1.46612 2.31456 0.0315
H -1.44682 1.11066 -0.49671 0.0117
H 4.03677 -0.45248 -1.27314 0.0361
H -0.84687 -0.44977 -1.89361 0.0217
H -4.17120 -0.36308 0.21844 0.0225
H -1.67352 -0.96131 2.10293 0.0315
O 1.65935 -0.81224 0.50658 -0.0582
O 4.09378 -0.99575 -0.47904 -0.0704
O -1.35006 1.80389 0.16590 -0.0475
O 1.56925 2.98125 0.10893 -0.0598
H 1.50527 2.18780 -0.43450 0.0166

Pick i): it beats the second-best structure by 9.6 kJ/mol.

i) 21
Properties=species:S:1:pos:R:3:lowdin_charge:R:1 method="wB97M-V/def2-TZVPD" smiles=O.O.O.O.O.O.O e_homo_ev=-10.7 orbital_gap_ha=0.3906 mol_weight_g_mol=126.1
H 0.25955 0.90713 2.32175 0.0552
O -3.19673 1.56956 1.01881 -0.1307
O 1.87120 -0.43971 -2.11891 -0.1458
H 2.06286 -1.19448 -2.83518 0.1232
O 0.07355 1.59856 1.70782 -0.0117
H 1.70582 2.43826 0.49503 -0.0379
H -1.89955 -1.91084 -1.13756 0.0104
H -3.21738 -2.34209 -1.97124 0.0395
H 3.06320 1.51831 -0.06379 0.1012
H -2.65663 1.74624 0.18277 0.0584
O 2.52734 2.41288 0.04397 -0.0992
O -0.36371 -0.53769 -0.26271 -0.0585
O -2.82754 -2.22203 -1.08212 -0.0854
H 0.65816 -1.83109 0.37971 0.0109
O 1.17410 -2.71606 0.47408 -0.1479
H -0.33316 0.30294 0.17213 0.0013
H -2.94177 2.39350 1.60338 0.0794
H -0.33078 2.19090 2.31277 0.0408
H 2.83607 -0.49645 -1.70928 0.1057
H 1.24293 -2.85677 1.47109 0.0559
H 0.29245 -0.53107 -1.00252 0.0352

ii) 21
Properties=species:S:1:pos:R:3:lowdin_charge:R:1 method="wB97M-V/def2-TZVPD" smiles=O.O.O.O.O.O.O e_homo_ev=-8.8 orbital_gap_ha=0.3202 mol_weight_g_mol=126.1
H -1.38055 0.15844 -1.40220 0.0190
H 3.46777 -2.27211 -0.45521 0.0658
O -0.87600 -0.43956 -1.96506 -0.0839
H 3.37791 1.25584 0.24570 0.0285
H -0.21117 -0.81205 -1.37494 0.0151
H -4.28196 -0.89262 1.41701 0.0195
O -2.82427 -0.84751 -1.27465 -0.0718
H -3.41702 -1.16569 -1.96487 0.0710
H -0.25953 2.72010 -0.31824 0.0205
H 4.34265 2.32034 0.74184 0.0416
H 3.66493 -0.98022 0.32079 0.0350
O -0.14407 3.63770 -0.04684 -0.0572
H 1.73771 -2.57394 0.91150 0.0769
O -4.22066 -0.31429 2.18562 -0.0558
O 3.57040 -1.93189 0.44073 -0.1037
H -5.03803 0.19591 2.16100 0.0367
H -3.38704 -0.29873 -0.71687 0.0447
H -1.03840 3.99709 -0.04865 0.0346
O 4.31835 1.45036 0.32769 -0.0519
O 1.75761 -1.68865 0.53089 -0.1144
H 0.84138 -1.51854 0.28478 0.0299

iii) 21
Properties=species:S:1:pos:R:3:lowdin_charge:R:1 method="wB97M-V/def2-TZVPD" smiles=O.O.O.O.O.O.O e_homo_ev=-10.3 orbital_gap_ha=0.3786 mol_weight_g_mol=126.1
H -1.46263 -0.23739 -3.04364 0.0767
H 1.69697 1.76765 0.47788 -0.0126
H -0.04479 2.94046 -3.35525 0.0386
H 1.24173 -0.39972 -0.17338 0.0359
H -1.46002 -0.75673 2.43743 0.0226
O 0.28744 2.89745 -2.44183 -0.0582
H 0.11321 0.06089 -1.00691 0.0313
H 0.26313 1.95487 -2.28242 -0.0231
H -1.88377 -0.00641 -1.72649 0.0892
H 1.34863 -2.68757 2.18203 0.0536
O -1.03405 -2.51962 0.44024 -0.0423
O 1.43159 -2.02690 1.51437 -0.0167
H 1.00726 2.55623 1.57526 0.0203
O -1.42829 0.11615 2.02370 -0.0667
H 1.44009 -1.21516 2.00624 0.0568
O 1.60427 2.65529 0.83771 -0.0609
H -0.96883 -0.04277 1.19518 -0.0264
O -1.14263 0.29677 -2.29775 -0.0512
O 0.59720 0.29663 -0.17928 -0.0574
H -1.44418 -3.16827 0.97613 0.0182
H -0.16233 -2.48184 0.84079 -0.0277

iv) 21
Properties=species:S:1:pos:R:3:lowdin_charge:R:1 method="wB97M-V/def2-TZVPD" smiles=O.O.O.O.O.O.O e_homo_ev=-10.6 orbital_gap_ha=0.3934 mol_weight_g_mol=126.1
H 0.34358 2.61904 -0.09712 -0.0041
H 1.74758 1.06712 2.23304 -0.0257
H 0.56116 0.82181 1.34133 0.0230
O 0.57962 -1.14138 0.35485 -0.0436
H -2.73269 1.66080 -0.49296 0.0219
O -2.22756 1.52763 0.31723 -0.1165
H -1.94168 0.14572 -3.14676 0.0579
O -0.23082 -0.85891 -2.12605 -0.0917
H -0.28753 -1.09505 0.53596 -0.0311
H 0.67033 -1.27756 -0.62291 0.0316
H -0.51779 0.58446 -3.11948 0.0053
H 0.33097 -1.65237 -2.19408 0.0841
O -0.27811 3.26293 -0.39458 -0.0752
H -1.15183 -1.13555 -2.41743 0.0990
O -1.22477 0.51181 -3.76256 -0.0935
H 2.13716 -3.50935 3.09687 0.0407
O 1.33241 0.43609 1.76010 -0.0263
H -2.36432 2.44380 0.80097 0.0984
H 2.93529 -4.02632 4.17613 0.0060
H -0.14696 3.97096 0.32275 0.0877
O 2.46598 -4.35567 3.43470 -0.0479

Pick iii): it beats the second-best structure by 90.0 kJ/mol.